Molecular formula: CHCl3N2
Method: DFT, the ωB97M-V functional and the def2-TZVPD basis

The HOMO-LUMO gap comes out at 9.676 eV.

Cartesian coordinates (Å):
C (-1.516, -0.948, 0.621)
N (-0.615, -1.643, 0.586)
N (0.031, 1.632, -0.563)
Cl (0.585, -2.782, 0.705)
Cl (1.129, 1.581, 0.784)
Cl (1.007, 1.164, -1.893)
H (-0.620, 0.995, -0.240)